1.
49
Properties=species:S:1:pos:R:3:nbo_charge:R:1 method="wB97M-V/def2-TZVPD" homo_energy_ev="-4.90 / -4.76" spin_multiplicity=3 charge=-1 energy_ha=-2301.9913 de_lowest_ev=1.077 homo_lumo_gap_ha="0.2777 / 0.2260" lumo_ev="2.7 / 1.4"
Pd -1.117 0.972 -0.980 1.034
O -3.223 0.801 -4.209 -1.007
S -2.401 0.971 -3.034 2.506
O -3.178 1.319 -1.810 -1.029
O -1.631 -0.296 -2.735 -1.047
O -1.380 2.056 -3.217 -1.048
C -2.673 -1.068 0.414 -1.144
Si -1.822 -0.004 1.732 1.779
C -3.162 0.824 2.801 -1.122
C -0.849 -1.228 2.827 -1.118
N -0.808 1.179 0.994 -1.105
C -0.003 2.141 1.546 0.268
C 0.553 3.160 0.742 -0.265
C 1.437 4.081 1.268 -0.206
C 1.762 4.062 2.620 -0.252
C 1.174 3.111 3.442 -0.213
C 0.308 2.168 2.920 -0.290
H -3.263 -1.863 0.878 0.227
H -1.942 -1.534 -0.253 0.247
H -3.342 -0.460 -0.197 0.272
H -3.845 0.089 3.230 0.224
H -3.746 1.515 2.192 0.242
H -2.721 1.391 3.622 0.225
H -1.504 -2.012 3.211 0.225
H -0.388 -0.736 3.685 0.219
H -0.055 -1.706 2.251 0.234
H 0.261 3.198 -0.301 0.228
H 1.879 4.826 0.618 0.206
H 2.455 4.787 3.027 0.197
H 1.403 3.100 4.501 0.199
H -0.147 1.431 3.570 0.201
N 0.883 0.541 -4.304 -0.795
C 1.183 0.055 -3.093 0.374
S 1.447 1.177 -1.850 -0.261
N 1.402 -1.287 -3.021 -0.597
C 1.798 -2.160 -1.991 0.250
C 2.192 -1.792 -0.702 -0.274
C 2.617 -2.758 0.197 -0.180
C 2.666 -4.098 -0.150 -0.245
C 2.261 -4.471 -1.422 -0.202
C 1.831 -3.518 -2.326 -0.267
H 0.206 1.339 -4.198 0.469
H 0.553 -0.132 -4.986 0.369
H 1.048 -1.783 -3.826 0.386
H 2.169 -0.762 -0.402 0.262
H 2.916 -2.444 1.189 0.212
H 3.005 -4.842 0.559 0.207
H 2.281 -5.513 -1.714 0.207
H 1.514 -3.826 -3.316 0.200

2.
46
Properties=species:S:1:pos:R:3:nbo_charge:R:1 method="wB97M-V/def2-TZVPD" homo_energy_ev=-8.23 spin_multiplicity=1 charge=0 energy_ha=-1465.8051 de_lowest_ev=0.674 homo_lumo_gap_ha=0.2829 lumo_ev=-0.5
C -1.516 0.401 8.156 -0.259
H -2.183 1.258 8.279 0.195
H -2.120 -0.508 8.114 0.195
H -0.804 0.350 8.975 0.196
O -0.750 0.539 6.970 -0.508
C -1.452 0.620 5.828 0.782
O -2.658 0.580 5.793 -0.591
C -0.586 0.760 4.634 -0.174
C -1.197 0.852 3.383 -0.161
C -0.435 0.982 2.245 -0.143
C 0.961 1.023 2.328 -0.084
C 1.566 0.929 3.586 -0.190
C 0.803 0.800 4.727 -0.164
H 1.274 0.728 5.695 0.234
H 2.644 0.960 3.660 0.213
C 1.781 1.156 1.148 0.035
N 1.264 1.259 -0.016 -0.233
N 2.046 1.372 -1.086 -0.425
C 1.527 1.466 -2.350 0.281
N 0.191 1.508 -2.428 -0.594
H -0.306 1.433 -1.551 0.415
C -0.553 1.465 -3.657 -0.256
C -1.437 0.203 -3.782 -0.204
N -0.780 -1.077 -3.853 -0.455
C 0.190 -1.230 -4.922 -0.266
C 0.494 -2.722 -5.077 -0.069
O 0.979 -3.278 -3.876 -0.522
C 0.057 -3.089 -2.831 -0.069
C -0.235 -1.601 -2.616 -0.248
H -0.967 -1.482 -1.815 0.199
H 0.705 -1.107 -2.325 0.172
H 0.508 -3.529 -1.939 0.190
H -0.885 -3.609 -3.063 0.163
H 1.273 -2.883 -5.823 0.193
H -0.425 -3.247 -5.382 0.162
H -0.237 -0.846 -5.850 0.201
H 1.131 -0.697 -4.711 0.196
H -2.130 0.169 -2.936 0.189
H -2.026 0.318 -4.698 0.202
H -1.203 2.344 -3.716 0.200
H 0.168 1.507 -4.475 0.242
S 2.569 1.517 -3.630 -0.255
H 3.064 1.370 -1.008 0.397
H 2.867 1.165 1.290 0.165
H -0.899 1.053 1.274 0.215
H -2.275 0.819 3.334 0.238

3.
46
Properties=species:S:1:pos:R:3:nbo_charge:R:1 method="wB97M-V/def2-TZVPD" homo_energy_ev=-7.81 spin_multiplicity=1 charge=0 energy_ha=-1465.8299 de_lowest_ev=0.000 homo_lumo_gap_ha=0.3059 lumo_ev=0.5
C 0.593 1.867 0.979 -0.402
N 1.794 1.098 0.754 -0.443
C 2.275 0.474 1.971 -0.239
C 3.540 -0.360 1.668 -0.246
N 3.856 -0.377 0.266 -0.654
S 3.146 -1.578 -0.654 2.331
O 3.289 -2.790 0.101 -0.949
O 3.752 -1.494 -1.951 -0.943
C 1.404 -1.225 -0.823 -0.331
C 0.959 -0.399 -1.836 -0.184
C -0.386 -0.101 -1.938 -0.252
C -1.299 -0.629 -1.020 0.161
N -2.638 -0.391 -1.098 -0.411
C -3.588 -1.197 -0.358 -0.130
C -3.047 -1.636 1.002 0.674
O -3.746 -1.811 1.976 -0.596
N -1.712 -1.863 1.011 -0.613
C -0.819 -1.456 0.017 0.168
C 0.526 -1.761 0.101 -0.228
H 0.910 -2.400 0.880 0.238
H -1.319 -2.275 1.848 0.414
C -4.852 -0.333 -0.248 -0.409
H -5.594 -0.651 -0.980 0.211
C -4.361 1.080 -0.563 -0.405
H -3.950 1.545 0.333 0.206
H -5.148 1.717 -0.960 0.220
C -3.242 0.831 -1.576 -0.204
H -3.657 0.687 -2.582 0.184
H -2.510 1.639 -1.606 0.209
H -5.283 -0.420 0.748 0.251
H -3.799 -2.129 -0.910 0.210
H -0.744 0.532 -2.733 0.220
H 1.670 -0.015 -2.548 0.236
C 3.969 0.924 -0.340 -0.237
C 2.844 1.873 0.123 -0.242
H 3.249 2.632 0.818 0.162
H 2.416 2.396 -0.734 0.207
H 3.942 0.758 -1.416 0.236
H 4.948 1.344 -0.081 0.201
H 3.415 -1.401 1.964 0.243
H 4.404 0.051 2.202 0.202
H 2.503 1.231 2.745 0.166
H 1.476 -0.165 2.353 0.199
H 0.749 2.715 1.665 0.166
H -0.170 1.215 1.402 0.201
H 0.233 2.248 0.025 0.202

4.
50
Properties=species:S:1:pos:R:3:nbo_charge:R:1 method="wB97M-V/def2-TZVPD" homo_energy_ev="-12.36 / -12.16" spin_multiplicity=2 charge=+2 energy_ha=-1771.8073 de_lowest_ev=0.000 homo_lumo_gap_ha="0.1313 / 0.1261" lumo_ev="-8.8 / -8.7"
Tc -1.061 -0.324 0.339 1.432
O -2.529 -1.855 -0.071 -0.700
C -3.099 -1.585 -1.380 -0.081
C -1.940 -1.420 -2.345 -0.255
N -0.811 -0.631 -1.745 -0.366
C 0.470 -1.396 -1.876 -0.365
C 0.682 -2.316 -0.700 0.761
O 1.276 -3.347 -0.743 -0.462
O 0.207 -1.774 0.445 -0.589
C -0.582 0.722 -2.308 -0.337
C 0.327 1.451 -1.323 0.761
O 1.215 2.183 -1.641 -0.481
O 0.062 1.158 -0.025 -0.557
H -3.024 -2.509 0.437 0.551
H -3.725 -2.421 -1.688 0.242
H -3.723 -0.699 -1.304 0.197
H -1.548 -2.399 -2.614 0.243
H -2.290 -0.940 -3.261 0.247
H 0.518 -1.924 -2.826 0.255
H 1.295 -0.679 -1.840 0.258
H -0.107 0.670 -3.288 0.257
H -1.526 1.256 -2.403 0.237
O -1.197 -0.233 2.444 -0.674
C -2.040 0.776 3.043 -0.101
C -2.955 1.339 1.991 0.209
C -3.992 2.170 2.380 -0.214
C -4.782 2.762 1.414 -0.083
C -4.514 2.504 0.077 -0.225
C -3.481 1.651 -0.231 0.073
N -2.707 1.059 0.700 -0.486
H -0.399 -0.382 2.969 0.547
H -1.410 1.568 3.452 0.239
H -2.613 0.324 3.852 0.235
H -4.167 2.355 3.432 0.256
H -5.595 3.418 1.697 0.260
H -5.095 2.952 -0.716 0.262
H -3.251 1.420 -1.259 0.199
C 5.513 -1.743 1.798 -0.404
N 5.333 -0.679 0.798 -0.316
C 6.290 -0.239 -0.057 -0.047
C 5.734 0.749 -0.832 -0.058
N 4.448 0.869 -0.430 -0.498
C 4.172 0.002 0.584 0.212
S 2.703 -0.149 1.361 -0.278
H 6.571 -1.978 1.846 0.229
H 4.947 -2.621 1.496 0.231
H 5.164 -1.387 2.761 0.237
H 7.288 -0.642 -0.057 0.250
H 6.164 1.348 -1.616 0.251
H 3.779 1.566 -0.741 0.449

5.
48
Properties=species:S:1:pos:R:3:nbo_charge:R:1 method="wB97M-V/def2-TZVPD" homo_energy_ev=-9.62 spin_multiplicity=1 charge=0 energy_ha=-1575.3268 de_lowest_ev=0.058 homo_lumo_gap_ha=0.3473 lumo_ev=-0.2
C 6.338 2.241 -1.910 -0.609
H 7.096 2.910 -1.513 0.215
H 5.554 2.839 -2.368 0.217
H 6.795 1.616 -2.675 0.197
C 5.761 1.378 -0.790 -0.061
N 4.703 0.532 -1.313 -0.610
C 3.420 0.613 -0.914 0.691
O 3.029 1.397 -0.073 -0.639
C 2.477 -0.342 -1.646 -0.301
C 1.359 -0.775 -0.696 -0.239
N 0.390 -1.575 -1.403 -0.671
S -0.592 -2.517 -0.452 2.342
O 0.246 -3.205 0.483 -0.935
O -1.439 -3.272 -1.324 -0.935
C -1.598 -1.329 0.444 -0.344
C -1.122 -0.800 1.629 -0.163
C -1.850 0.178 2.285 -0.248
C -3.053 0.613 1.735 0.222
C -3.528 0.076 0.540 -0.225
C -2.790 -0.898 -0.107 -0.179
H -3.134 -1.347 -1.025 0.248
H -4.465 0.433 0.143 0.252
N -3.817 1.598 2.367 -0.228
C -3.689 2.195 3.584 0.160
N -4.659 3.054 3.724 -0.284
N -5.377 2.992 2.606 -0.047
N -4.906 2.147 1.800 -0.057
H -2.930 1.988 4.305 0.220
H -1.478 0.596 3.207 0.224
H -0.195 -1.171 2.033 0.248
C -0.247 -0.891 -2.503 -0.235
C 0.818 -0.489 -3.521 -0.401
C 1.867 0.392 -2.848 -0.394
H 2.651 0.657 -3.561 0.214
H 1.403 1.316 -2.496 0.213
H 0.349 0.045 -4.348 0.219
H 1.290 -1.391 -3.912 0.208
H -0.964 -1.589 -2.936 0.239
H -0.781 0.006 -2.152 0.177
H 1.758 -1.394 0.108 0.240
H 0.904 0.127 -0.261 0.205
H 3.015 -1.227 -1.993 0.209
H 4.967 -0.141 -2.015 0.391
C 6.839 0.518 -0.136 -0.608
H 7.605 1.151 0.304 0.215
H 6.406 -0.099 0.647 0.218
H 7.309 -0.130 -0.874 0.198
H 5.284 2.015 -0.039 0.233

6.
51
Properties=species:S:1:pos:R:3:nbo_charge:R:1 method="wB97M-V/def2-TZVPD" homo_energy_ev=-7.93 spin_multiplicity=1 charge=0 energy_ha=-1773.1226 de_lowest_ev=0.450 homo_lumo_gap_ha=0.2989 lumo_ev=0.2
Zr -0.122 -0.412 -0.167 2.187
N -1.431 -1.268 4.032 -0.797
C -1.283 -1.395 2.689 0.328
S 0.338 -1.731 2.092 -0.360
N -2.342 -1.290 1.951 -0.396
N -2.043 -1.427 0.614 -0.373
C -2.990 -1.837 -0.143 0.160
C -2.819 -2.213 -1.530 -0.206
C -3.952 -2.561 -2.272 -0.132
C -3.845 -3.070 -3.551 -0.262
C -2.579 -3.274 -4.093 -0.173
C -1.442 -2.951 -3.377 -0.299
C -1.538 -2.388 -2.099 0.438
O -0.438 -2.030 -1.446 -0.869
H -0.609 -1.114 4.585 0.400
H -2.303 -0.883 4.355 0.402
H -3.974 -1.981 0.300 0.202
H -4.928 -2.428 -1.822 0.213
H -4.731 -3.322 -4.116 0.217
H -2.480 -3.694 -5.086 0.213
H -0.457 -3.124 -3.791 0.207
C 2.789 -0.991 -1.801 -0.231
C 1.761 -0.579 -2.846 -0.230
N 0.768 0.350 -2.298 -0.664
C 1.121 1.776 -2.259 -0.233
C 2.135 2.081 -1.165 -0.231
N 1.857 1.323 0.070 -0.683
C 3.046 0.726 0.702 -0.235
C 3.059 -0.813 0.613 -0.234
N 2.187 -1.277 -0.479 -0.675
H 3.523 -0.199 -1.667 0.195
H 3.345 -1.859 -2.166 0.213
H 1.215 -1.456 -3.185 0.233
H 2.285 -0.147 -3.708 0.195
H -0.092 0.263 -2.832 0.423
H 0.195 2.315 -2.063 0.238
H 1.509 2.119 -3.225 0.196
H 2.118 3.156 -0.970 0.226
H 3.142 1.842 -1.507 0.186
H 1.387 1.926 0.739 0.436
H 3.081 1.008 1.754 0.229
H 3.949 1.136 0.244 0.190
H 2.684 -1.238 1.540 0.241
H 4.087 -1.167 0.475 0.190
H 2.037 -2.277 -0.385 0.413
O -3.130 2.360 -0.682 -0.561
C -2.073 1.834 -0.471 0.696
O -1.555 0.816 -1.136 -0.863
C -1.073 2.228 0.639 0.688
O -0.681 3.358 0.833 -0.608
O -0.610 1.149 1.211 -0.840

7.
71
Properties=species:S:1:pos:R:3:lowdin_charge:R:1 method="wB97M-V/def2-TZVPD" homo_energy_ev=-9.36 spin_multiplicity=1 charge=0 energy_ha=-14529.1321 de_lowest_ev=0.607 homo_lumo_gap_ha=0.3540 lumo_ev=0.3
C -1.085 0.979 0.380 -0.136
C 0.015 -0.005 -0.105 -0.256
C -0.539 -1.196 -0.963 -0.156
B 0.248 -2.503 -0.496 -0.177
C 0.792 -3.588 -1.516 -0.084
C 0.596 -4.992 -0.845 -0.310
C 1.242 -5.158 0.545 -0.100
O 1.748 -5.769 -0.672 -0.043
H -1.104 0.972 1.472 -0.020
H -0.779 1.992 0.093 0.015
H -2.071 0.792 -0.047 0.039
H 0.755 0.554 -0.686 0.090
H 0.544 -0.380 0.774 0.045
H -1.617 -1.324 -0.825 0.097
H -0.251 -0.999 -2.002 0.091
H 0.424 -2.602 0.678 0.037
H 1.862 -3.517 -1.713 0.103
H 0.165 -3.590 -2.411 0.035
H -0.355 -5.492 -1.013 0.129
H 0.389 -5.645 1.005 0.095
H 1.808 -4.315 0.901 0.071
C -3.454 4.094 -1.275 -1.514
Cl -1.905 3.529 -1.896 0.552
Cl -4.355 2.751 -0.565 0.534
Cl -3.259 5.400 -0.089 0.459
H -4.025 4.485 -2.108 0.009
C 1.417 5.385 0.185 -1.520
Cl 2.187 5.148 -1.386 0.498
Cl -0.294 5.768 -0.012 0.475
Cl 1.612 3.950 1.196 0.518
H 1.901 6.218 0.679 0.008
C -2.051 -4.959 -3.818 -1.551
Cl -2.287 -5.291 -5.534 0.536
Cl -2.187 -3.231 -3.489 0.573
Cl -3.205 -5.872 -2.841 0.529
H -1.052 -5.278 -3.545 -0.001
C 1.643 8.979 -2.829 -1.538
Cl 0.606 10.386 -2.580 0.525
Cl 2.753 8.779 -1.467 0.518
Cl 0.676 7.525 -3.068 0.506
H 2.232 9.147 -3.721 0.012
C -7.326 6.924 -0.225 -1.535
Cl -8.937 6.535 0.384 0.526
Cl -6.295 5.491 -0.233 0.510
Cl -7.425 7.629 -1.841 0.525
H -6.882 7.656 0.436 0.014
C 4.148 -2.968 -4.509 -1.544
Cl 3.176 -1.522 -4.210 0.511
Cl 5.235 -3.277 -3.155 0.521
Cl 3.111 -4.365 -4.807 0.529
H 4.746 -2.796 -5.394 0.011
C 4.102 -0.252 0.848 -1.500
Cl 3.813 -0.551 -0.871 0.529
Cl 3.909 1.463 1.205 0.521
Cl 3.013 -1.208 1.856 0.515
H 5.120 -0.541 1.078 0.017
C -2.601 0.851 4.423 -1.528
Cl -1.032 1.538 3.998 0.553
Cl -3.171 -0.229 3.150 0.525
Cl -2.508 -0.004 5.965 0.526
H -3.310 1.662 4.526 0.013
C -0.580 -4.351 3.640 -1.510
Cl -0.489 -4.988 5.287 0.524
Cl -2.145 -3.580 3.361 0.526
Cl 0.740 -3.222 3.334 0.525
H -0.485 -5.180 2.950 -0.005
C 4.465 -4.287 4.988 -1.530
Cl 2.832 -4.682 5.529 0.501
Cl 5.504 -5.715 5.035 0.526
Cl 4.427 -3.598 3.361 0.496
H 4.876 -3.547 5.661 0.014

8.
51
Properties=species:S:1:pos:R:3:nbo_charge:R:1 method="wB97M-V/def2-TZVPD" homo_energy_ev="-14.87 / -14.89" spin_multiplicity=2 charge=+2 energy_ha=-2001.5608 de_lowest_ev=1.027 homo_lumo_gap_ha="0.2359 / 0.2452" lumo_ev="-8.4 / -8.2"
Re -0.488 0.299 0.090 0.912
C -0.701 1.993 3.364 -0.652
C -0.087 0.735 2.813 -0.036
C 1.285 0.489 2.946 -0.152
C 1.864 -0.729 2.579 -0.237
C 1.087 -1.696 1.971 -0.135
C -0.293 -1.474 1.784 -0.307
C -0.898 -0.303 2.287 -0.233
H -0.496 2.068 4.432 0.265
H -1.780 2.000 3.225 0.236
H -0.282 2.884 2.893 0.239
H 1.900 1.250 3.415 0.250
H 2.914 -0.910 2.771 0.258
H 1.518 -2.642 1.666 0.256
H -0.924 -2.291 1.454 0.275
H -1.971 -0.274 2.430 0.251
N 1.675 0.578 -0.125 -0.619
N 1.896 1.174 -1.381 -0.522
C 0.839 1.901 -1.928 0.862
O 0.932 2.542 -2.926 -0.539
O -0.300 1.736 -1.226 -0.706
H 2.108 1.111 0.629 0.414
H 2.090 -0.351 -0.118 0.422
H 2.838 1.450 -1.617 0.427
C -3.231 4.160 0.165 -0.410
N -3.263 3.300 -1.018 -0.295
C -3.551 3.741 -2.286 -0.032
C -3.483 2.660 -3.101 -0.018
N -3.144 1.568 -2.343 -0.432
B -3.056 0.088 -2.875 0.164
N -1.625 -0.089 -3.543 -0.428
C -1.294 0.232 -4.835 -0.006
C -0.029 -0.199 -5.071 -0.037
N 0.413 -0.788 -3.912 -0.300
C 1.693 -1.481 -3.773 -0.406
C -0.578 -0.705 -3.008 0.227
S -0.534 -1.401 -1.391 0.192
C -3.014 1.984 -1.086 0.246
S -2.597 1.008 0.320 0.213
H -4.049 4.871 0.093 0.246
H -2.282 4.690 0.210 0.229
H -3.366 3.553 1.056 0.229
H -3.792 4.771 -2.486 0.256
H -3.674 2.578 -4.157 0.252
H -3.137 -0.665 -1.948 -0.029
H -3.886 -0.070 -3.719 0.000
H -1.989 0.727 -5.490 0.254
H 0.586 -0.147 -5.952 0.259
H 2.418 -0.985 -4.412 0.244
H 1.589 -2.522 -4.068 0.241
H 2.025 -1.420 -2.740 0.212

9.
47
Properties=species:S:1:pos:R:3:nbo_charge:R:1 method="wB97M-V/def2-TZVPD" homo_energy_ev=-11.28 spin_multiplicity=1 charge=+1 energy_ha=-1206.7042 homo_lumo_gap_ha=0.1308 lumo_ev=-7.7
C -4.070 1.368 1.621 -0.718
C -3.737 2.507 0.606 0.792
O -4.289 2.652 -0.443 -0.510
O -2.731 3.441 0.981 -0.560
C -1.604 3.303 0.145 0.809
O -1.423 3.924 -0.855 -0.494
C -0.487 2.273 0.599 -0.541
C -0.533 1.064 -0.410 0.078
O -0.762 -0.270 0.101 -0.602
B -0.702 -1.049 -1.123 0.605
C -2.167 -1.437 -1.912 -0.285
N -3.273 -1.685 -1.058 -0.627
O -0.009 -0.322 -2.154 -0.577
C 0.474 0.972 -1.608 0.076
C 2.006 0.648 -1.372 -0.445
C 2.690 1.411 -0.178 -0.409
C 2.523 0.731 1.233 -0.445
C 2.634 -0.824 1.225 -0.026
C 1.546 -1.638 1.775 -0.222
C 1.565 -3.108 1.791 -0.224
C 2.736 -3.771 1.235 -0.223
C 3.846 -2.974 0.688 -0.204
C 3.815 -1.503 0.649 -0.223
H -3.209 1.276 2.339 0.239
H -5.008 1.620 2.172 0.275
H -4.147 0.420 1.030 0.213
H 0.467 2.848 0.611 0.265
H -0.776 1.891 1.619 0.248
H -1.523 1.242 -0.952 0.175
H -0.187 -2.084 -0.749 0.132
H -1.945 -2.348 -2.546 0.269
H -2.440 -0.569 -2.615 0.227
H -3.756 -0.833 -0.773 0.398
H -3.052 -2.296 -0.271 0.413
H 0.279 1.645 -2.487 0.239
H 2.138 -0.464 -1.345 0.250
H 2.541 0.985 -2.309 0.234
H 2.405 2.503 -0.186 0.219
H 3.799 1.414 -0.399 0.230
H 3.379 1.106 1.871 0.239
H 1.590 1.002 1.789 0.209
H 0.668 -1.080 2.175 0.214
H 0.695 -3.658 2.230 0.227
H 2.766 -4.890 1.242 0.232
H 4.757 -3.481 0.282 0.230
H 4.654 -0.904 0.211 0.226
Pd -2.146 -1.060 -4.476 0.370

| no. | F_max (eV/A) |
| --- | --- |
| 1 | 2.8 |
| 2 | 1.1 |
| 3 | 1.1 |
| 4 | 1.6 |
| 5 | 1.7 |
| 6 | 0.4 |
| 7 | 3.7 |
| 8 | 0.6 |
| 9 | 5.2 |